(1)
# C3H5NO

A cluster of 2 separate species, C3H5NO in total (wB97M-V/def2-TZVPD, the OMol25 dataset).

Geometry as XYZ:
```
10
Properties=species:S:1:pos:R:3
C 0.1477 0.4457 -0.3171
C 0.3566 -1.9166 0.3842
C -1.0281 0.2688 -0.9568
N 0.3288 0.6950 1.0466
O 1.4857 -1.9284 0.4172
H 1.0994 0.1242 -0.8138
H -2.0585 0.2724 -0.5996
H -0.5482 0.9907 1.5228
H -1.0429 -0.1135 -1.9701
H 1.2595 1.1618 1.2866
```

Values from the calculation:
HOMO energy = -0.3100 Ha
multiplicity = 1

(2)
# C3H5NO

An isolated molecule of C3H5NO (wB97M-V/def2-TZVPD, the OMol25 dataset).

Geometry as XYZ:
```
10
Properties=species:S:1:pos:R:3
C -0.0747 -0.9020 -1.6856
N 0.2896 -0.3640 -0.6032
C -0.4911 0.4646 0.2458
C -0.0697 0.6527 1.4836
O 1.0387 0.1727 1.9651
H 0.7820 -1.3778 -2.2484
H -1.0213 -0.6823 -2.3479
H -1.4477 0.8361 -0.0478
H -0.6114 1.5183 1.9936
H 1.6055 -0.3183 1.2448
```

Values from the calculation:
HOMO energy = -0.3180 Ha
SMILES = C=N/C=C\O
multiplicity = 1

(3)
# C3H5NO

An isolated molecule of C3H5NO (wB97M-V/def2-TZVPD, the OMol25 dataset).

Geometry as XYZ:
```
10
Properties=species:S:1:pos:R:3
O 2.0796 0.4878 -0.7518
C 0.9933 0.3508 -0.2209
C 0.0140 1.2594 0.2717
C -0.9436 -0.8698 -0.2340
N 0.3565 -0.9563 -0.0210
H -0.5142 0.9957 1.1811
H 0.1552 2.3242 0.0946
H -1.6265 -1.5169 0.3170
H -1.3163 -0.3506 -1.1030
H 0.8019 -1.7243 0.4664
```

Values from the calculation:
HOMO energy (alpha / beta) = -0.2963 / -0.2964 Ha
multiplicity = 1

(4)
# C3H5NO

An isolated molecule of C3H5NO (wB97M-V/def2-TZVPD, the OMol25 dataset).

Geometry as XYZ:
```
10
Properties=species:S:1:pos:R:3
C -0.2867 -0.3231 -0.7563
C 0.8433 1.9278 -0.6479
C -0.6632 -1.3941 0.1746
N 0.3678 0.7449 -0.7492
O -0.0819 -1.5622 1.4634
H 0.1355 2.7937 -0.3945
H 1.8884 2.2027 -0.8447
H -0.7958 -2.4532 -0.2429
H -1.7361 -1.2473 0.2838
H 0.3287 -0.6892 1.7138
```

Values from the calculation:
HOMO energy = -0.2935 Ha
multiplicity = 1

Stability summary: most stable (1), least stable (4).

(1)
# C3H5NO

An isolated molecule of C3H5NO (wB97M-V/def2-TZVPD, the OMol25 dataset).

Geometry as XYZ:
```
10
Properties=species:S:1:pos:R:3
C 1.8453 -0.1485 0.0551
C 0.5497 -0.3861 -0.0938
C -0.4649 0.7650 -0.0042
N -1.7124 0.6344 -0.0395
O -2.0642 -0.6987 0.0483
H 2.5963 -0.8876 -0.0345
H 2.1678 0.8820 0.1981
H 0.2071 -1.3418 -0.1686
H -0.1019 1.8251 -0.0446
H -3.0228 -0.6440 0.0836
```

Values from the calculation:
HOMO energy = -0.3472 Ha
SMILES = C=C/C=N\O
multiplicity = 1

(2)
# C3H5NO

An isolated molecule of C3H5NO (wB97M-V/def2-TZVPD, the OMol25 dataset).

Geometry as XYZ:
```
10
Properties=species:S:1:pos:R:3
C -1.0498 0.8071 0.3358
O -0.2330 0.5687 -0.7979
C 0.5190 -0.6161 -0.7626
C 1.4287 -0.6296 0.3959
N 2.1235 -0.6321 1.3164
H -2.0475 0.3664 0.2307
H -1.1614 1.8871 0.4403
H -0.5954 0.4133 1.2596
H 1.1058 -0.6311 -1.6851
H -0.0900 -1.5338 -0.7332
```

Values from the calculation:
HOMO energy = -0.3992 Ha
SMILES = COCC#N
multiplicity = 1

Stability summary: most stable (2), least stable (1).

(1)
# C7H12N3

A cluster of 2 separate species, C7H12N3 in total (wB97M-V/def2-TZVPD, the OMol25 dataset).

Geometry as XYZ:
```
22
Properties=species:S:1:pos:R:3
C 2.2214 -0.3827 -0.9580
C -0.6841 -1.3742 -0.5064
C -0.9040 -0.8488 0.8097
C 0.4454 -0.5645 1.5151
C 1.4805 -1.2228 2.0912
C -1.0618 2.1382 -0.7972
C 0.0460 1.5843 0.2127
N 3.3535 -0.3892 -0.8727
N -1.5870 -2.1949 -1.0218
N -0.2481 0.4865 1.0764
H 0.1483 -1.2788 -1.1279
H -1.8819 -1.1755 1.2065
H 2.1474 -0.6993 2.6282
H 1.7073 -2.2031 2.1989
H 4.2800 -0.5049 -1.0841
H -1.9553 2.5949 -0.2743
H -0.6025 2.8298 -1.3717
H -1.5441 1.4583 -1.3944
H 0.3705 2.4884 0.9577
H 1.0064 1.2736 -0.4712
H -1.3724 -2.5033 -1.9679
H -2.4915 -2.4215 -0.6464
```

Values from the calculation:
HOMO energy (alpha / beta) = -0.4472 / -0.4472 Ha
total charge = +1
multiplicity = 1

(2)
# C7H12N3

A cluster of 2 separate species, C7H12N3 in total (wB97M-V/def2-TZVPD, the OMol25 dataset).

Geometry as XYZ:
```
22
Properties=species:S:1:pos:R:3
C -2.5560 1.2499 -0.3624
C -3.3617 0.1605 -0.0173
C -1.2186 1.1339 -0.3147
C -2.6984 -1.0012 0.3904
C -0.6891 -0.0519 0.0775
C 1.4174 0.1641 -1.2145
C 0.9725 -1.6818 0.4957
N -1.3715 -1.0885 0.4660
N 1.4417 1.2564 1.1443
N 0.6379 -0.2987 0.0326
H -3.0776 2.1391 -0.6075
H -4.4877 0.1563 -0.0155
H -0.3764 1.9257 -0.4675
H -3.1365 -1.9439 0.6112
H 2.4245 -0.0931 -1.0678
H 0.9104 -0.2973 -2.0764
H 1.3555 1.2192 -1.2478
H 1.9285 -1.9233 0.1045
H 1.0731 -1.6058 1.6308
H 0.3575 -2.3930 0.0223
H 0.6415 1.4048 1.6681
H 2.2405 0.9943 1.7348
```

Values from the calculation:
HOMO energy (alpha / beta) = -0.5028 / -0.5109 Ha
total charge = +1
multiplicity = 1

Stability summary: most stable (2), least stable (1).

(1)
# C6H16NO2

A cluster of 2 separate species, C6H16NO2 in total (wB97M-V/def2-TZVPD, the OMol25 dataset).

Geometry as XYZ:
```
25
Properties=species:S:1:pos:R:3
C -2.7839 -0.1228 -1.3424
C 1.6048 1.6221 1.2546
C 1.7199 -1.3683 1.2296
C 1.4586 -1.1620 -1.2419
C -2.2912 0.3507 -0.0213
C 1.6030 0.7894 0.0482
N 1.7135 -0.5307 0.0428
O 1.5429 1.3947 -1.1404
O -0.9780 0.9252 -0.2595
H -2.1746 -0.9591 -1.7481
H -3.7979 -0.5699 -1.4238
H -2.7090 0.6937 -1.9706
H 1.8024 2.6479 1.1277
H 2.3203 1.2296 2.0699
H 0.7149 1.6808 1.7888
H 0.7758 -1.9985 1.2412
H 2.6848 -1.9080 1.2993
H 1.6181 -0.4593 1.9480
H 2.2826 -1.1851 -1.9087
H 1.1078 -2.1011 -1.0679
H 0.5676 -0.6395 -1.7481
H -2.1424 -0.5086 0.4994
H -2.8660 1.1279 0.5728
H -1.0739 1.7987 -0.7784
H 1.6082 2.3672 -1.1285
```

Values from the calculation:
HOMO energy = -0.5198 Ha
total charge = +1
multiplicity = 1

(2)
# C6H16NO2

A cluster of 2 separate species, C6H16NO2 in total (wB97M-V/def2-TZVPD, the OMol25 dataset).

Geometry as XYZ:
```
25
Properties=species:S:1:pos:R:3
C 1.2585 -0.5538 0.7917
O 1.0000 -0.9615 2.1011
C 0.3814 0.6893 0.5672
C 0.6935 1.4226 -0.7484
C 0.2505 0.5641 -1.8922
C -1.0130 0.4978 -2.2860
C -1.4670 -0.3481 -3.4238
N 0.6366 1.6070 1.7581
H 1.0224 -1.3296 0.0481
H 2.3197 -0.3416 0.7825
H 0.1662 -1.4941 2.1738
H -0.7427 0.4056 0.5797
H 0.1776 2.3598 -0.7721
H 1.7913 1.6564 -0.8603
H 1.0248 -0.0106 -2.3870
H -1.8275 1.0719 -1.8379
H -1.7279 0.2833 -4.2744
H -0.7325 -1.0452 -3.8087
H -2.4054 -0.8562 -3.2065
H -0.0668 2.3434 1.8810
H 1.5348 2.0683 1.6771
H 0.6854 1.0488 2.6317
H -1.9017 -2.4078 2.7976
H -1.4327 -3.0930 1.4828
O -1.3705 -2.2310 1.9907
```

Values from the calculation:
HOMO energy = -0.4661 Ha
total charge = +1
multiplicity = 1

Stability summary: most stable (2), least stable (1).

(1)
# C3H6NS

The ion C3H6NS with charge +1 (wB97M-V/def2-TZVPD, the OMol25 dataset).

Geometry as XYZ:
```
11
Properties=species:S:1:pos:R:3
S 2.0234 0.2681 0.0768
C 0.7702 -0.9829 0.0896
N -0.5588 -0.3463 0.2161
C -0.7330 1.0898 0.5145
C -1.3504 0.6893 -0.5875
H 2.0347 0.5571 -1.2628
H 0.8527 -1.5648 1.0262
H 0.7486 -1.6372 -0.8429
H -1.1432 -0.9750 0.7712
H -0.5793 1.7765 1.3741
H -2.0650 1.1253 -1.3751
```

Values from the calculation:
HOMO energy = -0.5228 Ha
SMILES = SC[NH+]1C=C1
total charge = +1
multiplicity = 1

(2)
# C3H6NS

A cluster of 2 separate species, C3H6NS in total (wB97M-V/def2-TZVPD, the OMol25 dataset).

Geometry as XYZ:
```
11
Properties=species:S:1:pos:R:3
C -1.1384 0.2848 0.6037
C 0.1871 -0.3590 -1.4029
C -0.0630 -0.6974 0.7675
N 0.0868 0.4349 -0.1886
S -0.0518 -1.9471 -0.5137
H -2.0530 0.0544 0.0694
H -1.2567 1.0316 1.3793
H -0.5898 -0.1503 -2.1429
H 1.1766 -0.2983 -1.8567
H 1.8404 -1.9393 2.7660
H 0.6651 1.2622 -0.0622
```

Values from the calculation:
HOMO energy (alpha / beta) = -0.5213 / -0.5242 Ha
total charge = +1
multiplicity = 1

Stability summary: most stable (1), least stable (2).

(1)
# C5H15NO2

A cluster of 2 separate species, C5H15NO2 in total (wB97M-V/def2-TZVPD, the OMol25 dataset).

Geometry as XYZ:
```
23
Properties=species:S:1:pos:R:3
C -0.3091 2.3019 0.4783
N -0.7086 0.9995 0.9857
C -1.0424 -0.1065 -0.0520
C 0.1381 -0.7456 -0.7803
C 0.8667 -1.9018 -0.0004
C 2.3555 -1.9196 -0.6955
O 2.2443 -1.2973 -1.9344
H 0.7852 2.3094 0.2654
H -0.9284 2.4658 -0.3878
H -0.5562 3.1260 1.1786
H -0.2058 0.7852 1.8018
H -1.7741 0.2902 -0.8233
H -1.6807 -0.8495 0.6087
H 0.8781 -0.0077 -1.0465
H -0.0635 -1.0570 -1.8114
H 0.8445 -1.6925 1.0676
H 0.3018 -2.9508 -0.2096
H 2.9392 -2.8906 -0.8404
H 3.0508 -1.1594 -0.1932
H 1.9537 -1.7948 -2.6775
O -3.1968 2.2303 1.9863
H -3.5431 2.0102 1.1796
H -2.3490 1.8544 1.9006
```

Values from the calculation:
HOMO energy = -0.3251 Ha
SMILES = CNCCCCO.O
multiplicity = 1

(2)
# C5H15NO2

A cluster of 2 separate species, C5H15NO2 in total (wB97M-V/def2-TZVPD, the OMol25 dataset).

Geometry as XYZ:
```
23
Properties=species:S:1:pos:R:3
C 0.2772 -0.0771 2.0474
C 0.4885 0.2116 0.5592
C 0.3711 1.7144 0.2237
O 1.7121 2.1954 0.0042
N -0.3598 -0.5690 -0.3553
C 0.1496 -1.9115 -0.4988
C -1.7714 -0.5460 0.0136
H 0.1885 -1.1609 2.1502
H -0.6504 0.3925 2.3815
H 1.0660 0.2956 2.6931
H 1.5323 0.0668 0.2992
H -0.0222 2.2938 1.0675
H -0.2283 1.8783 -0.6417
H 1.6455 3.0266 -0.4788
H 1.0585 -2.0225 -1.0835
H -0.5846 -2.5743 -0.9479
H 0.2338 -2.4628 0.4561
H -1.9881 -0.7571 1.0682
H -2.2077 0.3817 -0.3386
H -2.2891 -1.3872 -0.4572
O 0.4289 0.6058 -2.9519
H -0.3057 0.2335 -2.4686
H 1.2550 0.1727 -2.7414
```

Values from the calculation:
HOMO energy = -0.3247 Ha
SMILES = C[C@H](CO)N(C)C.O
multiplicity = 1

(3)
# C5H15NO2

A cluster of 2 separate species, C5H15NO2 in total (wB97M-V/def2-TZVPD, the OMol25 dataset).

Geometry as XYZ:
```
23
Properties=species:S:1:pos:R:3
C -2.5677 -0.3959 -0.5794
C -1.5208 0.5199 -1.3952
N -0.1453 0.3557 -1.0733
C 0.2085 1.0003 0.1317
C 1.5616 0.2755 0.5696
C 2.6240 1.2573 0.9598
O 1.5025 -0.5597 1.7269
H -3.5141 0.1774 -0.4492
H -2.9178 -1.2577 -1.1571
H -2.3394 -0.8070 0.4306
H -1.9251 1.5522 -1.3765
H -1.7380 0.3063 -2.4237
H 0.5402 0.6831 -1.7777
H -0.5649 0.7846 0.8474
H 0.3440 2.0438 0.0981
H 1.8412 -0.2132 -0.3333
H 2.2229 1.9141 1.7295
H 2.9305 1.9799 0.1316
H 3.5498 0.6388 1.2069
H 0.6153 -1.0830 1.6420
O -0.3696 -3.0549 0.7307
H 0.1290 -3.7062 0.2166
H -0.4669 -2.4113 0.1440
```

Values from the calculation:
HOMO energy = -0.3357 Ha
SMILES = CCNC[C@@H](C)O.O
multiplicity = 1

Stability summary: most stable (2), least stable (1).